# 1
A molecular structure, C14H26O4P2Tb. Source: the Open Molecules 2025 dataset; level of theory: ωB97M-V/def2-TZVPD.

Summary:
frontier orbital gap (spin up / spin down): 5.700 / 6.157 eV
highest occupied orbital energy (spin up / spin down): -0.412 / -0.412 Ha
2S+1: 7
total charge: +1
energy relative to the best compared isomer or geometry (same formula, charge and spin): 15.738 eV

```
47
C14H26O4P2Tb, DFT ωB97M-V/def2-TZVPD
Tb -0.147 -0.600 -1.390
H -0.900 -1.080 -0.265
H -0.906 -0.188 -0.262
P -0.247 -2.915 -1.805
P -0.249 1.718 -1.789
C 1.264 2.705 -1.401
H 1.139 3.770 -1.666
H 1.484 2.614 -0.324
H 2.112 2.279 -1.961
C -0.551 2.141 -3.559
H -1.497 1.669 -3.873
H -0.603 3.234 -3.710
H 0.264 1.715 -4.166
C -1.576 2.677 -0.930
H -1.416 2.615 0.159
H -1.580 3.737 -1.241
H -2.549 2.217 -1.167
C -0.373 -3.331 -3.597
H -0.448 -4.421 -3.755
H -1.263 -2.827 -4.009
H 0.517 -2.936 -4.113
C 1.190 -3.942 -1.262
H 1.297 -3.859 -0.167
H 1.067 -5.003 -1.543
H 2.105 -3.539 -1.726
C -1.680 -3.839 -1.092
H -2.611 -3.352 -1.428
H -1.680 -4.898 -1.405
H -1.634 -3.781 0.008
C 1.555 -0.599 -0.501
O 2.611 -0.600 0.008
H 0.590 -0.584 -2.875
O 0.387 3.147 2.321
C 0.370 2.257 3.326
C 0.441 2.779 4.626
C 0.421 1.943 5.740
C 0.331 0.569 5.570
C 0.261 0.028 4.288
C 0.278 0.847 3.128
C 0.177 0.131 1.807
O 0.051 -1.180 1.859
O 0.187 0.700 0.577
H 0.325 2.907 1.401
H 0.508 3.849 4.775
H 0.473 2.362 6.737
H 0.314 -0.084 6.434
H 0.190 -1.050 4.219
```

# 2
A molecular structure, C14H27AuClGeO7P2Se. Source: the Open Molecules 2025 dataset; level of theory: ωB97M-V/def2-TZVPD.

Summary:
frontier orbital gap (spin up / spin down): 5.420 / 5.647 eV
highest occupied orbital energy (spin up / spin down): -0.400 / -0.406 Ha
2S+1: 1
total charge: +1
energy relative to the best compared isomer or geometry (same formula, charge and spin): 2.066 eV

```
54
C14H27AuClGeO7P2Se, DFT ωB97M-V/def2-TZVPD
Au -0.020 0.139 -0.157
C 1.822 -3.887 1.181
C 1.341 -2.484 0.889
O 0.433 -2.399 -0.206
P 2.749 -1.368 0.474
O 3.855 -1.309 1.599
O 3.504 -2.158 -0.678
O 2.312 -0.036 -0.005
P 0.404 -1.854 2.360
O 1.672 -1.268 3.194
O -0.324 -2.899 3.087
O -0.439 -0.664 1.914
H 2.270 -4.358 0.306
H 0.988 -4.492 1.533
H 2.568 -3.844 1.973
H 0.847 -2.819 -0.979
H 3.541 -0.869 2.395
H 4.390 -2.432 -0.428
H 1.463 -1.277 4.132
C -5.253 2.411 0.467
Ge -5.609 0.526 -0.029
C -7.023 0.325 -1.407
C -5.936 -0.635 1.545
C -3.811 -0.064 -0.870
Se -2.561 -0.315 0.580
C -2.702 -2.222 0.715
H -6.070 2.811 1.061
H -5.149 3.028 -0.422
H -4.338 2.477 1.052
H -7.966 0.650 -0.977
H -7.130 -0.710 -1.716
H -6.818 0.935 -2.281
H -6.784 -0.255 2.109
H -5.067 -0.644 2.202
H -6.168 -1.654 1.244
H -3.456 0.756 -1.492
H -3.889 -0.966 -1.474
H -3.753 -2.482 0.828
H -2.126 -2.529 1.586
H -2.290 -2.670 -0.188
Cl 1.053 3.970 -5.740
C 0.776 3.480 -4.123
C 1.812 2.890 -3.391
C 1.600 2.526 -2.089
C 0.339 2.712 -1.470
C 0.155 2.360 -0.105
C -0.700 3.287 -2.243
C -0.479 3.679 -3.540
H 2.776 2.738 -3.851
H 2.390 2.078 -1.507
H -0.748 2.713 0.374
H 1.035 2.389 0.522
H -1.665 3.454 -1.790
H -1.260 4.146 -4.118
```

# 3
A molecular structure, C14H27AuClGeO7P2Se. Source: the Open Molecules 2025 dataset; level of theory: ωB97M-V/def2-TZVPD.

Summary:
frontier orbital gap: 7.262 eV
highest occupied orbital energy: -0.453 Ha
2S+1: 1
total charge: +1
energy relative to the best compared isomer or geometry (same formula, charge and spin): 0.000 eV

```
54
C14H27AuClGeO7P2Se, DFT ωB97M-V/def2-TZVPD
Au -0.401 -0.824 -0.627
C 1.570 0.742 2.959
C 1.271 1.713 1.831
O 1.814 2.979 2.198
P 2.014 1.180 0.260
O 3.569 1.258 0.478
O 1.609 2.264 -0.788
O 1.614 -0.220 -0.145
P -0.536 1.965 1.473
O -1.133 2.532 2.835
O -0.505 3.013 0.384
O -1.218 0.658 1.191
H 2.641 0.721 3.160
H 1.236 -0.263 2.705
H 1.052 1.070 3.859
H 1.515 3.650 1.568
H 4.123 1.155 -0.306
H 0.738 2.709 -0.474
H -0.923 3.461 2.988
C -3.886 -1.938 1.453
Ge -2.785 -2.602 2.920
C -3.070 -1.576 4.546
C -3.030 -4.516 3.176
C -0.885 -2.284 2.414
Se -0.423 -2.967 0.650
C 1.493 -3.197 0.885
H -4.942 -1.968 1.723
H -3.762 -2.556 0.562
H -3.612 -0.906 1.228
H -4.103 -1.682 4.877
H -2.867 -0.519 4.373
H -2.418 -1.930 5.344
H -4.062 -4.729 3.454
H -2.383 -4.882 3.973
H -2.803 -5.072 2.265
H -0.213 -2.806 3.097
H -0.678 -1.218 2.415
H 1.630 -3.957 1.649
H 1.942 -2.250 1.163
H 1.893 -3.543 -0.065
Cl 0.492 3.174 -4.745
C -0.325 1.975 -3.841
C -0.996 2.332 -2.682
C -1.648 1.355 -1.955
C -1.639 0.003 -2.387
C -2.243 -1.013 -1.562
C -0.925 -0.328 -3.577
C -0.286 0.645 -4.293
H -1.003 3.357 -2.338
H -2.178 1.621 -1.050
H -2.389 -1.997 -1.993
H -2.982 -0.699 -0.834
H -0.918 -1.355 -3.921
H 0.248 0.409 -5.202
```

# 4
A molecular structure, C14H27AuN7O7. Source: the Open Molecules 2025 dataset; level of theory: ωB97M-V/def2-TZVPD.

Summary:
frontier orbital gap (spin up / spin down): 6.113 / 5.261 eV
highest occupied orbital energy (spin up / spin down): -0.407 / -0.410 Ha
2S+1: 3
total charge: +1
energy relative to the best compared isomer or geometry (same formula, charge and spin): 1.546 eV

```
56
C14H27AuN7O7, DFT ωB97M-V/def2-TZVPD
O 2.506 -2.923 0.170
H 1.669 -3.128 -0.316
Au 0.608 -0.721 0.765
N -1.304 -0.750 1.627
N -0.357 -2.344 -0.278
N 0.730 1.286 1.323
N 2.544 -0.071 0.032
O -1.732 -0.001 2.580
O -0.148 1.958 2.064
O 3.462 -0.744 -0.529
O 0.158 -3.113 -1.165
C -1.633 -2.530 0.088
C -2.145 -1.637 1.063
C 1.832 1.955 0.981
C 2.805 1.227 0.259
C -3.554 -1.522 1.485
H -3.925 -0.512 1.268
H -3.631 -1.686 2.566
H -4.171 -2.249 0.956
C -2.382 -3.615 -0.586
H -1.861 -4.570 -0.472
H -2.503 -3.424 -1.659
H -3.373 -3.712 -0.149
C 2.009 3.381 1.315
C 4.119 1.710 -0.212
H 1.367 3.629 2.155
H 1.726 4.015 0.467
H 3.055 3.579 1.572
H 4.510 1.159 -1.074
H 4.864 1.653 0.587
H 4.041 2.756 -0.477
H -0.862 1.242 2.265
H 2.946 -2.119 -0.137
C 1.507 -2.133 1.938
H 0.558 -2.676 2.045
H 1.908 -1.195 2.382
H 2.270 -2.840 2.307
O -0.891 0.066 5.478
H 0.045 0.311 5.419
H -1.215 0.025 4.559
C -2.727 3.002 -2.238
N -1.663 2.024 -2.424
C -1.039 1.923 -3.618
C -0.076 0.979 -3.808
C 0.195 0.105 -2.717
N -0.289 0.316 -1.500
C -1.290 1.234 -1.321
O -1.876 1.402 -0.245
N 1.011 -0.959 -2.900
H -2.419 3.776 -1.523
H -3.630 2.509 -1.861
H -2.930 3.460 -3.210
H -1.381 2.616 -4.388
H 0.430 0.828 -4.757
H 1.262 -1.174 -3.860
H 0.871 -1.776 -2.294
```

# 5
5 unconnected molecules or ions with the total composition C14H27Cl8NO2. Source: the Open Molecules 2025 dataset; level of theory: ωB97M-V/def2-TZVPD.

Summary:
SMILES: CC[C@]1(N)CCC(=O)O1.ClCCCl.ClCCCl.ClCCCl.ClCCCl
frontier orbital gap: 9.382 eV
highest occupied orbital energy: -0.336 Ha
2S+1: 1

```
52
C14H27Cl8NO2, DFT ωB97M-V/def2-TZVPD
C 2.561 -1.618 -4.259
C 1.259 -1.418 -3.352
C 0.117 -0.524 -4.008
N 0.439 0.936 -4.012
C -1.371 -0.775 -3.397
C -2.282 -1.595 -4.459
C -1.424 -1.294 -5.768
O -1.724 -1.240 -6.966
O -0.090 -1.035 -5.369
H 2.927 -2.696 -4.092
H 3.372 -0.864 -3.972
H 2.388 -1.509 -5.376
H 0.811 -2.458 -3.152
H 1.567 -0.899 -2.372
H -0.102 1.400 -4.764
H 0.216 1.362 -3.098
H -1.399 -1.135 -2.307
H -1.909 0.243 -3.421
H -2.550 -2.671 -4.204
H -3.276 -1.052 -4.578
Cl 0.022 2.673 -1.604
C 0.825 3.020 -0.048
C 2.162 3.704 -0.238
Cl 3.375 2.617 -0.960
H 0.928 2.084 0.497
H 0.153 3.669 0.517
H 2.557 4.020 0.730
H 2.076 4.586 -0.875
Cl -0.298 0.043 0.216
C -0.935 -1.172 1.352
C -1.604 -0.535 2.551
Cl -0.432 0.283 3.615
H -0.111 -1.822 1.650
H -1.659 -1.774 0.799
H -2.097 -1.301 3.152
H -2.355 0.197 2.249
Cl 0.315 -4.532 2.054
C 1.115 -4.202 3.613
C 2.458 -3.523 3.434
Cl 3.667 -4.610 2.707
H 1.210 -5.146 4.150
H 0.445 -3.553 4.181
H 2.850 -3.218 4.406
H 2.378 -2.635 2.805
Cl -0.195 4.629 5.618
C -1.938 4.293 5.769
C -2.373 3.133 4.898
Cl -2.299 3.531 3.163
H -2.481 5.206 5.523
H -2.124 4.058 6.818
H -3.410 2.872 5.118
H -1.757 2.249 5.068
```

# 6
2 unconnected molecules or ions with the total composition C14H27F3NO6P2. Source: the Open Molecules 2025 dataset; level of theory: ωB97M-V/def2-TZVPD.

Summary:
frontier orbital gap: 7.580 eV
highest occupied orbital energy: -0.387 Ha
2S+1: 1
total charge: +1

```
53
C14H27F3NO6P2, DFT ωB97M-V/def2-TZVPD
C -0.314 2.559 -0.748
C 0.929 1.887 -1.319
C 1.158 0.446 -0.833
C -0.124 -0.396 -0.869
C -0.649 -0.559 -2.318
P 0.088 -2.001 -0.059
C 0.612 -3.312 -1.204
O 1.560 -2.723 -2.073
C 1.644 -3.284 -3.323
F 0.451 -3.269 -3.941
F 2.504 -2.600 -4.005
F 2.005 -4.565 -3.246
O -1.188 -2.464 0.738
C -2.538 -2.428 0.161
C -3.554 -1.962 1.213
C -4.279 -0.676 0.812
O -4.440 -3.028 1.505
P 1.696 -1.968 1.452
O 2.952 -1.680 0.762
O 1.182 -1.031 2.620
O 1.547 -3.406 2.086
H -1.236 2.119 -1.135
H -0.327 3.619 -1.000
H -0.318 2.473 0.343
H 1.795 2.458 -0.972
H 0.951 1.941 -2.409
H 1.586 0.503 0.171
H 1.898 -0.052 -1.461
H -0.914 0.081 -0.276
H 0.192 -0.619 -3.008
H -1.241 0.312 -2.592
H -1.253 -1.453 -2.476
H 1.066 -4.101 -0.596
H -0.253 -3.730 -1.724
H -2.787 -3.442 -0.147
H -2.537 -1.779 -0.715
H -2.979 -1.779 2.126
H -5.285 -0.676 1.235
H -3.781 0.199 1.233
H -4.358 -0.552 -0.268
H -5.299 -2.872 1.097
H 0.782 -0.191 2.360
H 1.085 -3.431 2.937
N 2.953 4.181 1.344
C 2.810 5.541 1.387
C 1.799 5.830 2.263
C 1.313 4.597 2.774
C 2.043 3.599 2.186
H 3.630 3.691 0.790
H 3.442 6.184 0.801
H 1.453 6.817 2.520
H 0.524 4.462 3.495
H 2.004 2.529 2.305
```